28
Properties=species:S:1:pos:R:3:forces:R:3:nbo_charge:R:1 method="wB97M-V/def2-TZVPD" e_lumo_ev=-3.00 relative_energy_kj_mol=270.48 energy_ha=-516.5228 spin_multiplicity=1 charge=+1 max_force_ev_per_a=6.2 orbital_gap_ha=0.33078 homo_energy_ev=-12.00
C -2.849 1.547 -0.157 0.8227 0.5052 3.7674 -0.62
C -1.494 -0.054 1.182 0.9707 -1.7230 1.8681 -0.25
C -1.504 1.084 0.457 -2.3796 2.4884 -1.5092 -0.02
C -0.389 -0.270 1.978 3.1826 1.9979 0.7795 -0.22
C -0.487 2.012 0.508 1.3094 2.3391 -2.2117 -0.21
C 0.704 0.761 2.067 -2.5853 -1.3849 -0.7292 -0.24
C 0.673 1.913 1.290 -1.9512 -2.2698 -0.5423 -0.20
H -2.312 -0.767 1.302 0.0189 0.3095 -0.5905 0.23
H -0.231 -1.208 2.516 -0.2995 0.4218 0.2115 0.21
H -3.399 1.963 0.755 0.3063 -0.8155 -1.1306 0.23
H -3.419 0.800 -0.592 -1.0718 -1.5903 -0.7457 0.21
H -0.539 2.892 -0.238 -0.1647 -1.3455 1.4261 0.22
H 1.488 0.742 2.767 0.9181 -0.9473 0.8838 0.22
H 1.526 2.543 1.183 0.1691 0.7187 0.2811 0.23
H -2.828 2.383 -0.768 0.6274 1.4433 -1.5156 0.22
C 2.844 -0.367 -0.829 -4.0739 1.3352 4.5382 -0.40
C 0.562 -1.471 -1.356 -0.3546 -0.0551 -1.5753 0.70
N 1.586 -0.564 -1.592 -0.9731 -1.8274 -1.1999 -0.57
N 0.410 -2.126 -0.217 2.7779 2.8616 0.6498 -0.74
N -0.424 -1.768 -2.310 2.0043 0.7803 -0.7285 -0.84
H 1.635 -0.196 -2.571 -0.5000 -0.4330 1.4233 0.43
H 1.007 -1.716 0.518 -0.7811 -0.8865 -0.0825 0.43
H -0.035 -2.992 -0.073 -0.7702 -0.7736 -0.2238 0.44
H -1.405 -1.598 -1.987 1.3750 -0.4045 -0.9699 0.45
H -0.071 -1.781 -3.329 -1.6081 0.3925 2.2968 0.43
H 3.066 0.681 -0.971 0.5736 -0.0156 -0.0314 0.24
H 3.618 -1.039 -0.911 1.5705 -1.5230 -1.0349 0.22
H 2.529 -0.437 0.392 0.8869 0.4015 -3.3046 0.20

---

29
Properties=species:S:1:pos:R:3:forces:R:3:nbo_charge:R:1 method="wB97M-V/def2-TZVPD" e_lumo_ev=-2.79 relative_energy_kj_mol=52.26 energy_ha=-591.8357 spin_multiplicity=1 charge=+1 max_force_ev_per_a=3.0 orbital_gap_ha=0.30111 homo_energy_ev=-10.99
C -1.592 -0.585 -4.354 -0.3980 0.4448 -0.0842 -0.44
C 0.512 -0.204 -3.136 0.6364 0.0458 -0.0353 0.67
N 0.349 1.112 -3.099 -0.7445 0.7107 -0.5010 -0.77
N -0.265 -0.955 -3.890 -0.5244 -0.3584 -0.1416 -0.54
N 1.575 -0.713 -2.515 0.6126 -0.0091 0.5186 -0.76
H -0.219 1.521 -3.825 -0.0507 0.0465 0.1093 0.41
H 0.475 1.687 -2.278 0.3103 -0.4170 0.2996 0.45
H 0.066 -1.854 -4.192 0.2460 -0.1184 0.1824 0.43
H 1.639 -1.613 -2.069 -0.3771 -0.1935 -0.3371 0.43
H 2.305 -0.071 -2.255 -0.0931 0.0908 0.1194 0.43
H -1.589 -0.066 -5.308 0.2310 -0.2419 -0.3355 0.22
H -2.065 0.112 -3.675 -0.0103 0.0118 0.4950 0.22
H -2.227 -1.463 -4.409 0.1157 -0.0684 -0.0795 0.24
C -1.008 -1.222 4.686 2.0594 0.8162 1.9923 -0.65
C 0.293 0.932 1.238 -0.6425 -0.1037 -0.1104 0.29
C 0.326 1.519 2.496 0.8278 0.1876 -0.7083 -0.28
C -0.007 -0.408 1.114 1.1033 -0.1082 0.2996 -0.28
C 0.107 0.743 3.611 -0.9662 0.2233 0.1962 -0.17
C -0.260 -1.156 2.259 -0.4835 -0.3168 -0.7203 -0.18
C -0.377 -0.564 3.502 0.3101 0.0971 0.0279 -0.03
O 0.509 1.644 0.069 0.0642 -0.3200 -0.1408 -0.72
H 0.759 2.531 0.311 0.1532 0.5914 0.1364 0.49
H 0.627 2.561 2.567 -0.0456 -0.0346 0.2139 0.21
H 0.181 -0.886 0.162 -0.3604 -0.0854 -0.1100 0.19
H 0.195 1.213 4.582 -0.1354 -0.0524 0.0853 0.22
H -0.386 -2.226 2.125 -0.3324 0.0425 0.2058 0.22
H -0.913 -2.301 4.776 -0.9172 -0.1104 -0.6170 0.24
H -1.910 -0.702 5.007 -0.6410 -0.7656 -0.6034 0.24
H -0.389 -0.939 5.568 0.0522 -0.0047 -0.3574 0.22

---

29
Properties=species:S:1:pos:R:3:forces:R:3:nbo_charge:R:1 method="wB97M-V/def2-TZVPD" e_lumo_ev="-2.97 / -8.31" relative_energy_kj_mol=142.18 energy_ha=-591.5695 spin_multiplicity=3 charge=+1 max_force_ev_per_a=5.4 s2=2.011 orbital_gap_ha="0.25593 / 0.20862" homo_energy_ev="-9.93 / -13.99"
C 0.289 0.016 -0.398 -3.8012 0.0175 -2.4263 0.23
C -1.666 1.338 -0.112 -1.8329 -1.2835 1.0400 0.78
C 3.046 -0.039 -0.232 -1.9490 1.2739 -1.3320 -0.41
C 2.697 1.416 -0.397 -0.8500 0.6915 -3.2307 -0.44
C -1.128 -0.894 -0.063 5.3389 -0.9596 -0.0301 0.21
C 1.778 0.533 0.270 -1.3174 -2.0830 1.0715 0.05
C -1.299 -2.369 -0.088 0.1145 1.8508 2.9870 -0.69
C 1.461 0.659 1.708 2.6667 1.3989 0.7983 -0.61
C -3.448 -0.387 0.427 0.6475 1.0550 1.9092 -0.42
N -0.365 1.317 -0.464 1.6411 0.0135 -0.6780 -0.66
N -2.078 -0.040 0.122 -1.5325 3.5428 -0.1290 -0.43
N 0.429 -0.491 -1.784 -0.1907 -1.8898 3.6249 -0.35
O -2.343 2.299 0.106 -0.2530 0.2027 -0.3865 -0.55
H 2.873 -0.666 -1.068 0.8211 -0.6122 -0.5841 0.21
H 3.798 -0.127 0.441 2.1445 -1.2761 1.7400 0.24
H 3.196 2.163 0.135 0.6969 0.7297 1.3172 0.25
H 2.487 1.866 -1.381 -0.0070 -0.6477 0.0930 0.22
H -0.350 -2.817 -0.036 1.1475 -1.0244 -0.7449 0.24
H -1.978 -2.600 -0.838 -0.8872 -1.1361 -1.6689 0.24
H -1.740 -2.677 0.884 -0.0924 -0.0173 -0.4368 0.25
H 2.058 1.562 2.132 -0.9125 -1.7296 -0.4241 0.25
H 1.624 -0.259 2.241 0.4053 -0.3331 0.3538 0.24
H 0.467 0.885 1.823 -2.4659 0.8415 0.5320 0.23
H -3.912 0.573 0.531 -0.8233 0.3855 -0.3479 0.26
H -3.912 -1.039 -0.259 -0.3947 -0.4942 -1.0781 0.22
H -3.522 -0.818 1.427 0.1817 -0.2470 -0.0069 0.22
H 0.088 2.144 -0.884 -0.4914 -0.7120 0.7821 0.44
H 1.050 -0.032 -2.336 2.1737 1.8478 -2.6898 0.38
H 0.402 -1.516 -1.907 -0.1781 0.5946 -0.0553 0.41

---

30
Properties=species:S:1:pos:R:3:forces:R:3:nbo_charge:R:1 method="wB97M-V/def2-TZVPD" e_lumo_ev=2.55 energy_ha=-4697.4556 spin_multiplicity=1 charge=-1 max_force_ev_per_a=1.5 orbital_gap_ha=0.09281 homo_energy_ev=0.03
C 0.509 -0.251 1.654 -0.3795 -0.0551 0.2430 -1.37
Zn -0.588 0.693 0.287 0.6669 0.0229 -0.4255 0.95
N -1.117 0.316 -1.685 -0.1282 -0.0808 0.0420 -1.54
H 2.138 -1.044 -1.245 0.4216 -0.2588 0.4890 0.00
H -1.740 -0.493 -1.805 -0.1663 0.0211 0.0114 0.34
H 2.581 -1.314 -0.686 -0.3462 0.2402 -0.5209 -0.01
H 1.319 -0.891 1.263 -0.4247 0.3157 0.0913 0.21
H -0.222 -0.886 2.187 0.4585 0.1263 0.0957 0.20
H 0.933 0.492 2.350 -0.1107 -0.3809 -0.1368 0.19
H -1.623 1.155 -1.987 -0.0167 -0.2212 -0.0886 0.38
H -0.339 0.169 -2.337 0.0928 0.0787 0.0147 0.37
C -0.298 3.182 3.557 -0.1345 -0.2441 -0.1265 -0.42
N -1.600 2.676 3.162 0.2387 -0.2059 1.4334 -0.40
C -2.000 2.475 1.872 0.1017 0.3741 -0.2255 0.00
Se -1.103 3.124 0.371 -0.3191 -0.2029 0.0045 -0.38
N -3.278 1.982 1.968 -0.6247 -0.2573 -0.0370 -0.59
C -3.744 2.066 3.280 -0.1902 0.2117 -0.9112 0.11
C -5.039 2.066 3.766 -0.2956 -0.3558 -0.1799 -0.30
C -5.243 2.518 5.075 0.7626 0.2479 0.5413 -0.25
C -4.147 2.961 5.843 -0.4645 -0.3181 -0.1372 -0.23
C -2.831 2.946 5.349 0.0383 -0.3410 0.2064 -0.33
C -2.664 2.477 4.049 0.8668 1.0392 -0.5732 0.18
H -0.392 3.620 4.557 0.1455 -0.0798 -0.3013 0.20
H 0.032 3.936 2.832 -0.1171 -0.0951 0.1890 0.23
H 0.446 2.370 3.562 -0.2057 0.2790 0.1121 0.21
H -3.874 1.812 1.165 0.2988 0.1014 0.1719 0.41
H -5.849 1.728 3.121 0.0549 0.1421 0.2311 0.21
H -6.244 2.557 5.505 0.2644 -0.0544 -0.1416 0.21
H -4.331 3.324 6.850 0.0404 -0.0467 -0.0795 0.20
H -1.957 3.269 5.919 -0.5283 -0.0027 0.0076 0.21

---

27
Properties=species:S:1:pos:R:3:forces:R:3:nbo_charge:R:1 method="wB97M-V/def2-TZVPD" e_lumo_ev=-5.09 relative_energy_kj_mol=410.31 energy_ha=-482.1366 spin_multiplicity=1 charge=+1 max_force_ev_per_a=3.6 orbital_gap_ha=0.23901 homo_energy_ev=-11.60
C -1.107 -1.932 -0.007 -0.1486 1.1992 1.4268 -0.35
C 0.241 -2.061 -0.133 -0.7202 -0.9807 0.5246 0.05
C -1.939 -0.912 0.836 2.2758 -0.1225 -2.7985 -0.42
C -2.763 0.074 -0.067 -0.6756 -0.4898 0.2932 -0.57
C 0.043 0.869 -0.864 2.9014 1.2472 -0.3585 -0.12
C -2.114 1.417 -0.053 -2.9477 1.2641 0.2808 0.56
C 1.195 0.282 0.025 1.9367 0.4297 1.0482 0.09
C 2.538 0.389 -0.816 -1.0931 0.3873 0.5925 -0.59
C 1.410 1.003 1.387 2.9252 1.0426 -0.3137 -0.63
N 1.181 -1.175 0.304 0.9062 0.9114 -0.1526 -0.62
O -0.947 1.782 -0.278 0.4329 -1.2515 0.1409 -0.34
H -1.848 -2.632 -0.264 0.1311 -1.5777 -1.1084 0.22
H 0.747 -2.981 -0.468 -0.9430 0.1915 -0.1920 0.22
H -2.620 -1.376 1.457 -1.5402 -1.5053 0.8850 0.24
H -1.299 -0.471 1.534 1.1421 1.4847 0.9860 0.22
H -2.783 -0.384 -1.092 0.0639 0.6538 0.6999 0.30
H -3.857 0.056 0.324 1.9201 0.8420 -0.8549 0.28
H 0.509 1.600 -1.569 -0.1533 -0.7290 0.5804 0.24
H -0.379 0.101 -1.442 -1.1948 -0.9796 -0.5114 0.23
H -2.746 2.339 0.168 0.6453 -1.2610 0.1035 0.22
H 2.232 0.224 -1.828 0.4956 -0.4597 -0.8749 0.21
H 3.351 -0.269 -0.472 -0.6485 -0.1135 -0.1698 0.22
H 2.976 1.352 -0.731 0.0928 1.1898 -0.1338 0.22
H 2.451 1.617 1.509 -2.4075 -1.6176 -0.6222 0.23
H 1.382 0.300 2.191 0.1368 -0.6275 0.3816 0.24
H 0.680 1.708 1.624 -1.4016 1.3699 0.2036 0.21
H 2.199 -1.432 0.283 -2.1320 -0.4977 -0.0566 0.41

---

26
Properties=species:S:1:pos:R:3:forces:R:3:nbo_charge:R:1 method="wB97M-V/def2-TZVPD" e_lumo_ev=0.58 relative_energy_kj_mol=474.33 energy_ha=-750.4601 spin_multiplicity=1 charge=0 max_force_ev_per_a=3.9 smiles="C=[S@]1(C)=C2CCC(CC2)C1" orbital_gap_ha=0.27053 homo_energy_ev=-6.78
C -2.601 0.274 0.406 0.5888 0.4527 -0.1014 -1.05
S -1.162 0.263 -0.326 -0.0989 0.2173 -1.0448 1.34
C -1.331 0.645 -2.149 -0.4406 1.1434 2.3475 -0.75
C -0.404 -1.275 -0.097 -0.9502 0.5509 -1.1468 -0.53
C 0.884 -1.262 -0.860 0.0144 -1.9940 -1.8980 -0.43
C 1.859 -0.247 -0.370 0.5603 -0.8879 2.9465 -0.44
C 1.275 0.677 0.685 2.1436 0.2342 0.4783 -0.24
C 0.820 -0.196 1.837 -0.1885 1.0113 0.1984 -0.42
C -0.069 -1.347 1.353 1.0165 -1.4513 0.3314 -0.45
C 0.271 1.550 0.117 -3.5438 1.6992 -0.1380 -0.56
H -3.330 1.020 0.333 -0.3798 1.4345 -0.3335 0.23
H -2.921 -0.574 0.929 0.2186 -1.3068 0.4855 0.25
H -1.387 1.723 -2.247 -0.1700 0.1234 0.0645 0.22
H -0.537 0.289 -2.688 2.3069 -0.7966 -1.0800 0.23
H -2.187 0.163 -2.506 -1.4884 -0.6288 -0.1479 0.24
H 1.395 -2.295 -0.758 -1.1230 1.3314 -0.2928 0.22
H 0.776 -1.095 -1.971 -0.2591 -0.5294 1.0205 0.19
H 2.553 -0.881 0.228 0.8288 1.0983 -1.0405 0.21
H 2.134 0.313 -1.193 1.8773 1.0379 -1.4369 0.21
H 2.014 1.409 1.107 0.0569 -0.8918 -0.4356 0.22
H 0.296 0.539 2.500 0.3119 -1.1355 0.1580 0.21
H 1.729 -0.590 2.262 0.2338 0.0739 0.7058 0.21
H -0.907 -1.296 1.977 -1.5444 -0.4804 0.7627 0.22
H 0.370 -2.405 1.441 -0.2375 1.5762 0.3687 0.22
H -0.044 2.437 0.722 -0.4306 -1.2931 0.5741 0.23
H 0.504 2.161 -0.733 0.6970 -0.5890 -1.3459 0.22

---

26
Properties=species:S:1:pos:R:3:forces:R:3:nbo_charge:R:1 method="wB97M-V/def2-TZVPD" e_lumo_ev=0.82 relative_energy_kj_mol=272.69 energy_ha=-641.8654 spin_multiplicity=1 charge=0 max_force_ev_per_a=7.7 orbital_gap_ha=0.36566 homo_energy_ev=-9.13
C 3.520 -1.072 1.683 -3.6233 0.5635 -3.3498 -0.26
C 2.625 -0.902 0.878 -0.5700 1.9288 0.3973 0.00
C 1.546 -0.633 -0.201 0.5604 -1.2707 -0.7175 -0.54
C 0.244 0.365 -0.464 0.7627 -0.1148 2.1434 -0.39
C 0.504 1.624 -0.882 -1.0641 -0.6014 -0.5501 -0.16
C 1.844 2.238 -1.173 0.3903 -1.9776 2.9637 -0.67
Si -1.487 -0.359 0.120 1.9369 0.0108 -0.6067 1.61
C -1.663 -1.758 -1.205 -1.4676 -3.5638 6.6578 -1.05
C -2.839 0.893 -0.010 -0.6106 1.8537 1.4472 -1.16
C -1.030 -0.819 1.956 -0.4198 -1.8748 -0.4164 -1.10
H 4.173 -1.138 2.433 2.2582 -0.4282 2.2771 0.22
H 2.109 -0.292 -1.094 0.1083 -1.0695 0.3558 0.24
H 1.290 -1.743 -0.274 -0.4577 1.5238 -0.8930 0.24
H -0.335 2.312 -1.112 0.2060 -0.7100 0.2298 0.20
H 1.772 3.292 -0.932 0.5499 0.1456 -0.3036 0.23
H 2.521 1.666 -0.438 -0.4053 1.5050 -0.9271 0.22
H 2.228 1.972 -2.127 0.1391 0.3149 -1.1298 0.23
H -2.422 -2.684 -0.880 1.3736 2.6465 -0.9541 0.22
H -1.780 -1.520 -2.163 -0.4724 1.1509 -3.8505 0.22
H -0.748 -2.302 -1.007 0.6244 -0.0399 -0.5470 0.23
H -3.588 0.812 0.851 0.5603 -0.3246 -1.4947 0.25
H -2.517 1.963 0.130 0.2951 -0.9738 -0.0059 0.25
H -3.267 0.930 -1.008 -0.5395 -0.4145 0.0866 0.25
H -0.483 -1.846 1.951 -0.9674 1.6256 0.0891 0.24
H -0.285 -0.095 2.317 -0.4502 -0.0891 -0.0262 0.25
H -1.931 -0.905 2.652 1.2825 0.1837 -0.8753 0.24

---

26
Properties=species:S:1:pos:R:3:forces:R:3:nbo_charge:R:1 method="wB97M-V/def2-TZVPD" e_lumo_ev=0.92 relative_energy_kj_mol=78.58 energy_ha=-641.9394 spin_multiplicity=1 charge=0 max_force_ev_per_a=6.2 orbital_gap_ha=0.33452 homo_energy_ev=-8.19
C -1.356 0.921 -1.507 2.2371 -1.7379 -0.2844 -1.11
Si -1.485 0.161 0.191 1.0854 -3.0559 0.6015 1.59
C -2.290 1.211 1.480 1.5740 0.8606 -0.3757 -1.11
C -2.632 -1.415 -0.063 -0.7583 0.6930 0.5373 -1.09
C 0.224 -0.441 0.900 0.8061 3.6905 -4.9025 -0.63
C 1.415 -0.054 0.204 -2.3362 -0.4914 1.4125 0.02
C 1.996 0.670 -1.095 0.0560 -3.1355 2.7799 -0.24
C 3.278 0.330 -1.247 -2.0693 -1.6635 4.3788 -0.12
C 3.763 -0.559 -0.077 -1.2377 0.6126 -1.1963 -0.44
C 2.590 -0.588 0.926 1.9121 -2.0456 -0.4515 -0.46
H -2.319 0.973 -1.947 -0.8253 0.3362 -0.5873 0.24
H -0.827 1.837 -1.461 0.0165 1.4380 0.0318 0.24
H -0.642 0.321 -2.179 -1.3685 0.3558 0.9495 0.24
H -2.568 0.652 2.331 0.0582 -0.6938 1.1685 0.24
H -1.680 2.099 1.751 -0.2727 -0.6336 -0.0194 0.24
H -3.188 1.566 1.097 -1.8524 0.9000 -0.8153 0.23
H -2.374 -2.301 -0.677 0.3359 0.8378 0.1429 0.24
H -3.028 -1.848 0.902 0.3696 0.6565 -0.8245 0.23
H -3.483 -0.888 -0.571 0.1927 -0.7610 0.3421 0.21
H 0.371 -0.835 1.876 0.0722 -0.5605 0.5567 0.21
H 1.468 1.017 -1.891 -1.7988 1.7353 -1.6090 0.21
H 4.016 0.739 -1.794 1.8953 1.1949 -2.7553 0.20
H 3.983 -1.552 -0.459 0.3683 -0.0568 0.0288 0.21
H 4.618 -0.051 0.270 1.3757 -0.0091 0.8396 0.21
H 2.905 -0.110 1.851 -0.3775 0.3627 0.0429 0.22
H 2.339 -1.663 1.170 0.5417 1.1707 0.0083 0.22